(1)
Entry from OMol25: a molecular structure, C54H40BrKN2O5P2 (the ωB97M-V functional and the def2-TZVPD basis).

Results
Total charge ... -2
Spin multiplicity ... 1
Frontier orbital gap ... 5.4 eV
Highest occupied orbital energy ... -1.6 eV

Structure (XYZ):
```
105
C54H40BrKN2O5P2 the ωB97M-V functional and the def2-TZVPD basis
K 0.4431 -0.3517 -0.2828
C 0.2876 0.2800 4.3603
C 1.4309 -0.2570 4.9328
C 2.5351 -0.4770 4.1373
C 2.4949 -0.1455 2.7749
N 1.3899 0.3736 2.2412
C 0.3227 0.5586 3.0045
C 3.6641 -0.4193 1.8821
C 4.9305 -0.2910 2.4671
C 6.0706 -0.6295 1.7552
C 5.9098 -1.1122 0.4620
C 4.6419 -1.1876 -0.0965
C 3.4369 -0.8291 0.5432
H -0.6229 0.4374 4.9247
H 1.4487 -0.5327 5.9815
H 3.4202 -0.9482 4.5415
H -0.5578 0.9432 2.4962
H 5.0326 0.0940 3.4776
H 7.0565 -0.5220 2.1979
H 6.7822 -1.4123 -0.1159
H 4.5998 -1.5379 -1.1291
O -0.8800 0.8540 -4.5358
C -1.4407 0.4218 -3.5179
O -0.9488 -0.1250 -2.5013
C -2.9748 0.6209 -3.4282
C -3.6763 0.8343 -4.6133
C -5.0551 0.9260 -4.6388
C -5.7625 0.7978 -3.4529
C -5.0717 0.6064 -2.2694
C -3.6777 0.5381 -2.2294
P -2.8401 0.2420 -0.5964
C -3.8787 1.1556 0.5959
C -4.5889 2.3260 0.3517
C -5.1225 3.0678 1.3968
C -4.9545 2.6601 2.7083
C -4.2239 1.5076 2.9715
C -3.6818 0.7768 1.9302
C -3.4410 -1.4934 -0.4011
C -2.8466 -2.4166 -1.2631
C -3.1824 -3.7560 -1.1971
C -4.1068 -4.2031 -0.2628
C -4.6992 -3.2936 0.5947
C -4.3710 -1.9456 0.5242
H -3.0788 0.9100 -5.5134
H -5.5749 1.0759 -5.5781
H -6.8455 0.8359 -3.4426
H -5.6308 0.4873 -1.3490
H -4.7184 2.6811 -0.6618
H -5.6687 3.9779 1.1759
H -5.3718 3.2408 3.5224
H -4.0556 1.1776 3.9899
H -3.0790 -0.0975 2.1544
H -2.0950 -2.0757 -1.9626
H -2.6945 -4.4585 -1.8623
H -4.3478 -5.2575 -0.1968
H -5.4164 -3.6244 1.3374
H -4.8549 -1.2568 1.2042
O 0.2620 2.1670 -0.2495
P 0.8553 3.4752 -0.5857
C 2.5521 3.3386 -1.1559
C 3.2935 2.2933 -0.6147
C 4.6291 2.1522 -0.9625
C 5.2147 3.0551 -1.8391
C 4.4717 4.0899 -2.3884
C 3.1359 4.2309 -2.0499
C -0.0926 4.3100 -1.8684
C -0.6153 5.5913 -1.7832
C -1.4186 6.0778 -2.8054
C -1.7035 5.2809 -3.9030
C -1.1816 3.9975 -3.9927
C -0.3713 3.5162 -2.9772
C 0.9329 4.5598 0.8647
C 0.2187 4.1397 1.9840
C 0.2472 4.8968 3.1452
C 0.9821 6.0741 3.1866
C 1.6971 6.4940 2.0716
C 1.6783 5.7348 0.9153
H 2.8422 1.5578 0.0402
H 5.1837 1.3176 -0.5528
H 6.2573 2.9359 -2.1094
H 4.9229 4.7760 -3.0950
H 2.5384 5.0189 -2.4951
H -0.4142 6.2037 -0.9122
H -1.8345 7.0755 -2.7324
H -2.3489 5.6568 -4.6882
H -1.3985 3.3358 -4.8208
H 0.0078 2.5063 -3.0577
H -0.3327 3.2110 1.9359
H -0.2959 4.5513 4.0153
H 1.0107 6.6622 4.0958
H 2.2818 7.4048 2.1098
H 2.2615 6.0488 0.0579
Br 0.3874 -6.9640 -2.6282
C 0.1651 -6.4708 -0.8034
C 0.0690 -7.4630 0.1560
N -0.0965 -7.1922 1.4440
C -0.1718 -5.9122 1.7938
C -0.0887 -4.8466 0.9029
C 0.0883 -5.1383 -0.4420
C -0.2400 -3.3845 1.3817
O -0.3783 -3.2159 2.6020
O -0.2350 -2.5343 0.4707
H 0.1265 -8.5072 -0.1346
H -0.3104 -5.6784 2.8429
H 0.1506 -4.3256 -1.1530
```

=====

(2)
Entry from OMol25: a molecular structure, C54H40ClCsF6N3OP3S (the ωB97M-V functional and the def2-TZVPD basis).

Results
Total charge ... -1
Spin multiplicity ... 2
Frontier orbital gap (spin up / spin down) ... 5.0 / 3.7 eV
Highest occupied orbital energy (spin up / spin down) ... -3.4 / -3.4 eV

Structure (XYZ):
```
110
C54H40ClCsF6N3OP3S the ωB97M-V functional and the def2-TZVPD basis
Cs 0.6488 0.3164 -1.6030
C 4.8790 -1.5324 0.6050
C 3.5891 -0.9694 0.6263
N 3.3151 0.2266 0.1760
C 4.3126 0.9970 -0.3206
C 5.6500 0.5217 -0.3939
C 5.8976 -0.7847 0.0873
C 6.6733 1.3363 -0.9256
C 6.3432 2.5937 -1.3670
C 5.0415 3.0934 -1.2866
C 3.9761 2.3413 -0.7681
N 2.6874 2.7238 -0.7274
C 2.3165 4.0208 -0.6405
C 3.0401 5.0418 -0.0119
C 2.5275 6.3358 0.1484
C 1.2862 6.6872 -0.3133
C 0.4996 5.7013 -0.9537
C -0.8008 5.9691 -1.4412
C -1.5274 4.9817 -2.0384
C -0.9554 3.6975 -2.1360
N 0.2389 3.4094 -1.6845
C 0.9916 4.3829 -1.1162
H 5.0512 -2.5316 0.9867
H 2.7478 -1.5345 1.0280
H 6.9084 -1.1753 0.0382
H 7.6865 0.9580 -0.9845
H 7.1127 3.2260 -1.7976
H 4.8342 4.0840 -1.6678
H 4.0200 4.8130 0.3863
H 3.1377 7.0757 0.6564
H 0.8973 7.6914 -0.1941
H -1.2056 6.9696 -1.3291
H -2.5234 5.1609 -2.4226
H -1.5146 2.8838 -2.5897
O 0.0361 -0.3851 1.2988
S -0.8422 -1.5177 0.9024
C -0.3643 -2.8613 1.9923
C -0.4941 -2.7296 3.3658
C -0.0148 -3.7334 4.1899
C 0.5847 -4.8563 3.6323
C 0.7335 -4.9701 2.2590
C 0.2656 -3.9614 1.4124
P 0.5280 -3.9385 -0.4210
C 1.5052 -5.4241 -0.7257
C 1.0668 -6.4395 -1.5640
C 1.9116 -7.5001 -1.8672
C 3.1929 -7.5397 -1.3429
C 3.6408 -6.5144 -0.5167
C 2.8041 -5.4562 -0.2132
C -1.1709 -4.2183 -1.0020
C -1.9310 -5.2258 -0.4013
C -3.2608 -5.3946 -0.7467
C -3.8481 -4.5493 -1.6820
C -3.1004 -3.5467 -2.2767
C -1.7622 -3.3813 -1.9430
C -2.5026 -1.1959 1.5353
C -3.2998 -2.2634 1.9271
C -4.5971 -2.0391 2.3591
C -5.0862 -0.7433 2.3974
C -4.2965 0.3129 1.9663
C -2.9949 0.1181 1.5038
P -2.0339 1.4885 0.6872
C -1.0446 2.1782 2.0561
C 0.1981 2.7094 1.7280
C 0.9950 3.2803 2.7117
C 0.5614 3.3047 4.0282
C -0.6711 2.7556 4.3664
C -1.4722 2.1966 3.3827
C -3.3526 2.7413 0.4646
C -4.1921 2.5788 -0.6395
C -5.1733 3.5131 -0.9271
C -5.3135 4.6405 -0.1264
C -4.4678 4.8246 0.9561
C -3.4924 3.8801 1.2521
H -0.9557 -1.8419 3.7798
H -0.1048 -3.6396 5.2641
H 0.9503 -5.6485 4.2735
H 1.2164 -5.8427 1.8404
H 0.0741 -6.3965 -1.9940
H 1.5684 -8.2872 -2.5259
H 3.8542 -8.3607 -1.5882
H 4.6502 -6.5333 -0.1267
H 3.1592 -4.6365 0.4012
H -1.4822 -5.8740 0.3427
H -3.8435 -6.1804 -0.2829
H -4.8910 -4.6752 -1.9435
H -3.5477 -2.8835 -3.0054
H -1.1730 -2.6063 -2.4140
H -2.9094 -3.2736 1.8991
H -5.2140 -2.8731 2.6675
H -6.0924 -0.5493 2.7470
H -4.7103 1.3131 1.9654
H 0.5753 2.6664 0.7131
H 1.9561 3.6938 2.4329
H 1.1854 3.7441 4.7970
H -1.0069 2.7652 5.3966
H -2.4340 1.7707 3.6483
H -4.0582 1.7204 -1.2894
H -5.8128 3.3750 -1.7896
H -6.0686 5.3812 -0.3583
H -4.5576 5.7116 1.5711
H -2.8265 4.0433 2.0894
Cl 1.3832 -2.7967 -2.2781
F -0.7112 0.5486 -3.9460
P -0.5529 1.1341 -5.4838
F 0.5136 2.2126 -4.9375
F -0.4084 1.6901 -6.9850
F 0.6414 0.0729 -5.7297
F -1.6354 0.0320 -5.9763
F -1.7587 2.1743 -5.1801
```

=====

(3)
Entry from OMol25: a molecular structure, C54H41AsMoN8O9S2 (the ωB97M-V functional and the def2-TZVPD basis).

Results
Spin multiplicity ... 1
Frontier orbital gap (spin up / spin down) ... 5.7 / 5.7 eV
Highest occupied orbital energy (spin up / spin down) ... -7.2 / -7.2 eV

Structure (XYZ):
```
116
C54H41AsMoN8O9S2 the ωB97M-V functional and the def2-TZVPD basis
Mo 0.5655 -0.2832 0.1181
N 0.2369 -3.1220 3.6188
C 0.2414 -2.1429 2.6963
S -0.1089 -2.5748 1.0412
N 0.4654 -0.9309 3.0934
N 0.3805 0.0529 2.1845
C 0.4801 1.2577 2.6657
C 0.0283 2.4041 1.9526
C 0.1662 3.6964 2.4774
C -0.5639 4.7467 1.9739
C -1.5258 4.5096 0.9933
C -1.6634 3.2576 0.4388
C -0.8016 2.2066 0.8044
O -0.8040 1.0691 0.1861
H 0.6549 -2.8925 4.5119
H 0.2570 -4.0757 3.2988
H 0.7411 1.3573 3.7209
H 0.8480 3.8502 3.2998
H -0.4216 5.7442 2.3565
H -2.1675 5.3149 0.6661
H -2.4061 3.0636 -0.3193
N -2.4819 0.6797 -3.1574
C -1.9797 1.9108 -2.9685
N -0.8682 2.1882 -2.3928
C -0.6365 3.5359 -2.3335
C 0.4281 4.1552 -1.6883
C 0.5083 5.5327 -1.6867
C -0.4619 6.3116 -2.3054
C -1.5428 5.7181 -2.9321
C -1.6261 4.3398 -2.9407
S -2.8963 3.3279 -3.5810
H -2.1201 -0.0254 -2.5112
H -3.4630 0.6094 -3.3818
H 1.1551 3.5470 -1.1757
H 1.3371 6.0090 -1.1858
H -0.3740 7.3877 -2.2947
H -2.3118 6.3134 -3.3945
O 1.0615 -1.7313 -2.6129
C 0.9083 -1.1487 -1.6376
O -1.8470 -1.0079 -0.9841
As -2.7791 -2.1670 -0.3028
C -2.1725 -3.8787 -1.0225
C -1.6735 -3.8093 -2.3183
C -1.1314 -4.9300 -2.9219
C -1.0558 -6.1233 -2.2238
C -1.5494 -6.1918 -0.9318
C -2.1087 -5.0767 -0.3284
C -2.9854 -1.9575 1.6196
C -2.7692 -0.6845 2.1317
C -2.7489 -0.4794 3.5014
C -2.9495 -1.5483 4.3629
C -3.2406 -2.8016 3.8508
C -3.2685 -3.0047 2.4816
C -4.5960 -1.8841 -0.9856
C -4.8868 -2.2264 -2.3000
C -6.1592 -2.0302 -2.8077
C -7.1516 -1.4918 -2.0042
C -6.8574 -1.1176 -0.7029
C -5.5827 -1.3102 -0.1938
H -1.6989 -2.8582 -2.8443
H -0.7429 -4.8615 -3.9255
H -0.6163 -6.9965 -2.6836
H -1.4814 -7.1170 -0.3787
H -2.4797 -5.1400 0.6857
H -2.6064 0.1396 1.4385
H -2.5748 0.5145 3.8939
H -2.8819 -1.4019 5.4303
H -3.4392 -3.6274 4.5172
H -3.5087 -3.9786 2.0820
H -4.1014 -2.6442 -2.9221
H -6.3770 -2.3033 -3.8291
H -8.1476 -1.3550 -2.3980
H -7.6258 -0.6819 -0.0819
H -5.3464 -1.0235 0.8267
N 1.7873 1.0200 -0.3334
C 2.9690 1.3542 -0.6473
C 3.3036 2.1546 -1.8280
C 4.4992 2.8747 -1.8777
C 4.7959 3.6479 -2.9834
C 3.9123 3.7057 -4.0500
C 2.7289 2.9860 -4.0105
C 2.4213 2.2100 -2.9110
C 4.0945 0.8087 0.1542
C 4.1764 1.0175 1.5273
C 5.1918 0.4251 2.2567
C 6.1099 -0.4007 1.6292
C 6.0415 -0.5993 0.2604
C 5.0487 0.0156 -0.4810
H 5.1791 2.8430 -1.0382
H 5.7179 4.2092 -3.0197
H 4.1449 4.3162 -4.9096
H 2.0477 3.0394 -4.8458
H 1.4983 1.6492 -2.8667
H 3.4398 1.6433 2.0157
H 5.2745 0.6094 3.3175
H 6.8814 -0.8858 2.2080
H 6.7716 -1.2294 -0.2265
H 4.9886 -0.1417 -1.5478
O 3.1117 -2.6745 -0.4914
C 3.0346 -2.1891 0.6221
O 2.3025 -1.1931 0.9437
C 3.7597 -2.7980 1.8098
C 3.4261 -2.3545 3.0824
C 3.9244 -3.0150 4.2016
C 4.7946 -4.0844 4.0689
C 5.1288 -4.5081 2.7919
C 4.6221 -3.8751 1.6562
N 5.9821 -5.6608 2.6521
O 6.1761 -6.3385 3.6425
O 6.4500 -5.8851 1.5553
N 3.4713 -2.6570 5.5110
O 2.3417 -2.1882 5.5964
O 4.2044 -2.8808 6.4565
H 2.7729 -1.5049 3.2030
H 5.1685 -4.5979 4.9430
H 4.8699 -4.2225 0.6649
```

=====

(4)
Entry from OMol25: a molecular structure, C54H42ClMnN10O4S3 (the ωB97M-V functional and the def2-TZVPD basis).

Results
Total charge ... +1
Spin multiplicity ... 6
Frontier orbital gap (spin up / spin down) ... 5.2 / 6.6 eV
Highest occupied orbital energy (spin up / spin down) ... -8.7 / -10.6 eV

Structure (XYZ):
```
115
C54H42ClMnN10O4S3 the ωB97M-V functional and the def2-TZVPD basis
Mn -0.5918 -0.0402 0.3258
C -2.5133 2.4306 3.1845
C -2.2174 1.7655 2.0160
N -1.0326 1.1905 1.8110
C -0.1068 1.2663 2.8266
C -0.4651 1.9512 4.0088
N -1.6244 2.5143 4.1889
C 1.1198 0.5931 2.5592
C 2.2027 0.5265 3.4412
C 3.3499 -0.1818 3.1176
C 3.3806 -0.7661 1.8263
C 2.3082 -0.6329 0.9774
N 1.1617 -0.0240 1.3213
C 2.4404 -1.1252 -0.4007
C 2.8687 -2.4306 -0.6753
N 3.0343 -2.8474 -1.9110
C 2.7881 -1.9978 -2.8960
C 2.3672 -0.7003 -2.6315
N 2.2033 -0.2783 -1.3941
C 4.4693 -0.3445 4.0421
C 5.7530 -0.6943 3.6026
C 6.7551 -0.9047 4.5322
N 6.5660 -0.7728 5.8308
C 5.3710 -0.4265 6.2696
C 4.2962 -0.2098 5.4257
H -3.4732 2.8972 3.3411
H -2.9383 1.6868 1.2136
H 0.2296 2.0290 4.8318
H 2.1262 1.0513 4.3811
H 4.2485 -1.3019 1.4835
H 3.0603 -3.1358 0.1217
H 2.9353 -2.3689 -3.8990
H 2.1912 0.0259 -3.4137
H 5.9786 -0.7854 2.5529
H 7.7517 -1.1931 4.2280
H 5.2718 -0.3256 7.3423
H 3.3325 0.0351 5.8417
O -2.0159 -1.2067 2.5654
Cl -1.2451 -1.5017 1.4018
O -2.4581 -2.6381 0.5335
O -0.2554 -2.5065 1.6287
O -2.0547 0.5965 -0.6262
N 0.0145 1.3730 -0.7028
S -1.2281 1.6965 -1.5986
N -2.1898 1.1206 -2.8924
S -2.0995 -0.0781 -3.8116
N -1.1338 -1.2764 -3.5305
S -1.0262 -2.0356 -2.0796
N -0.2896 -1.3316 -1.0118
C -2.7036 -2.5538 -1.7993
C -3.2789 -2.1490 -0.4851
C -4.6651 -2.6780 -0.2991
C -5.2626 -3.4731 -1.2205
C -4.6261 -3.8334 -2.4231
C -3.3325 -3.3792 -2.6820
C -0.1329 -3.5085 -2.5707
C 0.4455 -4.2644 -1.5642
C 1.1949 -5.3788 -1.9104
C 1.3432 -5.7276 -3.2445
C 0.7316 -4.9808 -4.2392
C -0.0088 -3.8607 -3.9024
C -1.5771 0.4596 -5.4465
C -0.3690 0.0328 -5.9668
C 0.0640 0.5423 -7.1807
C -0.7111 1.4736 -7.8544
C -1.9335 1.8727 -7.3379
C -2.3724 1.3675 -6.1265
C -3.8018 -0.6432 -4.0298
C -4.1371 -1.4924 -5.0696
C -5.4492 -1.9190 -5.1907
C -6.4082 -1.4952 -4.2826
C -6.0566 -0.6534 -3.2394
C -4.7484 -0.2238 -3.1144
C -2.1305 3.1688 -1.0607
C -1.3753 4.2508 -0.6417
C -2.0122 5.4290 -0.2908
C -3.3947 5.5186 -0.3570
C -4.1446 4.4191 -0.7407
C -3.5078 3.2392 -1.0932
C -0.2309 2.6270 -2.8774
C 1.1483 2.5620 -2.8175
C 1.9122 3.1713 -3.7993
C 1.2888 3.8310 -4.8451
C -0.0933 3.9209 -4.8867
C -0.8551 3.3199 -3.8989
H -3.2955 -1.0329 -0.4267
H -5.1289 -2.4531 0.6467
H -6.2489 -3.8658 -1.0243
H -5.1145 -4.4917 -3.1225
H -2.8142 -3.6864 -3.5799
H 0.3172 -3.9554 -0.5355
H 1.6729 -5.9676 -1.1418
H 1.9498 -6.5781 -3.5145
H 0.8378 -5.2622 -5.2759
H -0.4723 -3.2398 -4.6512
H 0.2050 -0.6952 -5.4150
H 1.0013 0.2132 -7.6033
H -0.3691 1.8791 -8.7945
H -2.5470 2.5756 -7.8798
H -3.3189 1.6674 -5.7045
H -3.3795 -1.8094 -5.7704
H -5.7259 -2.5837 -5.9935
H -7.4323 -1.8187 -4.3860
H -6.7978 -0.3330 -2.5243
H -4.4405 0.4358 -2.3201
H -0.3025 4.1643 -0.5992
H -1.4275 6.2800 0.0215
H -3.8944 6.4414 -0.1062
H -5.2232 4.4754 -0.7751
H -4.0684 2.3723 -1.3995
H 1.5890 2.0393 -1.9834
H 2.9908 3.1296 -3.7443
H 1.8821 4.2850 -5.6231
H -0.5788 4.4588 -5.6861
H -1.9328 3.3850 -3.9136
```

=====

The calculation returns the following E_tot values, one per record and in order: -174814.7097; -131251.6327; -171372.1548; -156094.2039 eV.
The calculation returns the following largest force on an atom values, one per record and in order: 0.017; 0.020; 0.082; 0.194 Eh/bohr.
The calculation returns the following ΔE to the lowest compared entry with this formula, charge and spin values, one per record and in order: 2.4; 31.5; 36.1; 120.9 kcal per mole.